#a
{"formula": "CH9N6", "method": "the ωB97M-V functional and the def2-TZVPD basis", "homo_ha": -0.4935, "gap_ev": 9.28, "spin_multiplicity": 1, "total_charge": 1, "lumo_ev": -4.15, "symbols": ["C", "N", "N", "N", "N", "N", "N", "H", "H", "H", "H", "H", "H", "H", "H", "H"], "xyz": [[0.83112, 1.69485, -0.44315], [-0.46069, -1.82047, -0.41221], [-0.78443, -2.46151, 0.59505], [1.33426, 3.25726, -1.20323], [-0.55419, -3.73095, 0.78504], [-0.22048, 1.77719, 0.29754], [-0.92344, 0.74936, 0.67393], [1.04908, 0.75883, -1.09983], [2.26550, 3.07147, -1.53818], [1.43764, 3.97444, -0.50907], [-0.38363, -4.49809, 0.13155], [-0.79003, -3.94954, 1.68879], [-0.41683, 2.68236, 0.75321], [0.03465, -2.22984, -1.15610], [-1.76144, 0.88851, 1.18809], [-0.65709, -0.16388, 0.24857]], "lowdin_charge": [0.06, 0.01, -0.16, 0.09, 0.08, -0.06, 0.10, 0.16, 0.03, 0.03, 0.14, 0.07, 0.20, 0.05, 0.13, 0.05]}

#b
{"formula": "CH9N6", "method": "the ωB97M-V functional and the def2-TZVPD basis", "homo_ha": -0.5218, "gap_ev": 11.23, "spin_multiplicity": 1, "total_charge": 1, "lumo_ev": -2.97, "symbols": ["C", "N", "N", "N", "N", "N", "N", "H", "H", "H", "H", "H", "H", "H", "H", "H"], "xyz": [[1.36625, 0.22977, -0.14976], [0.12994, 0.57017, -0.03305], [1.78541, -0.45728, -1.19384], [2.27635, 0.29853, 0.95180], [-2.02362, 0.12610, -0.95056], [-2.32694, -0.78832, 1.00698], [-2.72430, -0.01809, 0.07995], [1.48174, -0.22047, -2.08726], [2.74018, -0.57791, -1.35612], [1.97528, 0.86894, 1.75027], [3.28177, 0.19437, 0.83221], [-0.77883, 0.23060, -0.68465], [-2.50892, 0.75848, -1.58509], [-2.94471, -0.99965, 1.72424], [-1.57413, -1.40892, 1.00077], [-0.15547, 1.19367, 0.69413]], "lowdin_charge": [-0.47, 0.14, 0.20, 0.16, 0.04, 0.11, -0.08, 0.11, 0.11, 0.12, 0.11, 0.00, 0.11, 0.11, 0.11, 0.11]}

Unit: kcal/mol. Relative energies: #a 92.8; #b 0.0.